1.
{"formula": "C6H7I", "method": "the ωB97M-V functional and the def2-TZVPD basis", "species": ["C", "C", "C", "C", "C", "C", "I", "H", "H", "H", "H", "H", "H", "H"], "coordinates": [[0.897837, 0.169536, 0.169418], [-0.320579, 0.903548, 0.059285], [0.583460, -1.149117, 0.062556], [-1.247108, -0.079601, 0.004469], [-0.623284, 2.405510, -0.029107], [0.992002, -2.534165, -0.031682], [-3.265394, -0.335492, 0.005339], [1.884254, 0.564220, 0.137979], [-0.174073, 2.894604, -0.802029], [-0.326114, 2.942507, 0.950661], [-1.610740, 2.708203, -0.228476], [0.659334, -3.069488, 0.833002], [2.029738, -2.462639, -0.252609], [0.520671, -2.957628, -0.878806]], "atomic_forces_ev_per_a": [[1.23, -2.87, -0.75], [-3.80, 1.49, -0.44], [-3.11, 3.95, 0.47], [3.07, -1.38, 0.23], [0.92, -0.87, 3.80], [-0.43, 1.29, -0.04], [0.06, 0.19, -0.09], [0.89, 0.38, 0.21], [2.19, 1.06, -2.11], [-0.30, -0.79, -1.47], [-1.81, -0.58, 0.23], [0.38, -0.54, 0.63], [1.27, -0.70, 0.32], [-0.55, -0.62, -0.99]], "mulliken_charge": [-0.824, 0.970, 0.431, -0.823, -1.151, -0.962, 0.113, 0.399, 0.336, 0.222, 0.381, 0.272, 0.335, 0.300], "relative_energy_kcal_mol": 90.25, "energy_ha": -530.3221, "lumo_energy_ev": 0.514, "max_force_ev_per_a": 5.1, "orbital_gap_ev": 8.14, "e_homo_ha": -0.280}


2.
{"formula": "C35H44AsN8O2PS2TaTe", "method": "the ωB97M-V functional and the def2-TZVPD basis", "species": ["Ta", "C", "N", "C", "C", "N", "C", "P", "C", "N", "C", "C", "N", "C", "C", "N", "C", "C", "N", "C", "H", "H", "H", "H", "H", "H", "H", "H", "H", "H", "H", "H", "H", "H", "H", "S", "C", "C", "C", "C", "N", "C", "C", "C", "S", "C", "N", "H", "H", "C", "As", "C", "C", "O", "H", "H", "H", "H", "H", "H", "H", "H", "H", "C", "C", "C", "O", "H", "H", "H", "H", "H", "H", "H", "C", "C", "C", "C", "C", "C", "Te", "C", "C", "C", "H", "H", "H", "H", "H", "H", "H", "H", "H", "H", "H"], "coordinates": [[-0.742931, -0.916457, 0.196500], [2.982878, 5.068109, -1.274281], [2.922590, 3.631074, -1.492152], [3.880702, 2.893993, -2.118436], [3.401943, 1.612757, -2.165910], [2.174535, 1.545468, -1.576861], [1.897678, 2.774992, -1.184421], [0.329769, 3.404791, -0.521424], [-0.048348, 2.412277, 0.964562], [-0.362406, 1.132210, 1.213859], [-0.528600, 1.038453, 2.576948], [-0.331239, 2.250134, 3.150137], [-0.043676, 3.110077, 2.134375], [0.265128, 4.520316, 2.352652], [-0.871633, 2.741588, -1.689129], [-1.665420, 1.711230, -1.500119], [-2.431304, 1.621515, -2.632360], [-2.084949, 2.607786, -3.506150], [-1.093313, 3.329740, -2.896595], [-0.380323, 4.457103, -3.463600], [4.024602, 5.365163, -1.185566], [2.526282, 5.605998, -2.104599], [2.464311, 5.323901, -0.355077], [4.794609, 3.338505, -2.476198], [3.870534, 0.756027, -2.620192], [-0.811769, 0.122224, 3.055568], [-0.390227, 2.574276, 4.174509], [-0.137511, 4.798264, 3.322627], [1.342180, 4.680590, 2.349799], [-0.198567, 5.131530, 1.586518], [-3.180513, 0.856547, -2.751792], [-2.444993, 2.862097, -4.488712], [-0.959459, 4.857418, -4.291030], [-0.263497, 5.238273, -2.712684], [0.599789, 4.151063, -3.832911], [-0.584437, -3.275140, -0.415337], [-0.917262, -3.395283, -2.132207], [-1.280464, -4.613551, -2.691832], [-1.587937, -4.697885, -4.042946], [-1.981018, -5.960191, -4.597015], [-2.307132, -6.975858, -5.025204], [-1.526023, -3.548180, -4.842188], [-1.159402, -2.332979, -4.281172], [-0.859047, -2.246547, -2.925424], [-0.349612, -0.717858, -2.242078], [-1.835976, -3.600962, -6.241994], [-2.074588, -3.609471, -7.366152], [-1.339442, -5.501573, -2.076704], [-1.111770, -1.450626, -4.904921], [3.111679, -3.147218, 1.158326], [2.685189, -1.600055, 0.120667], [4.091560, -0.346894, 0.481416], [2.810802, -2.194934, -1.697372], [1.260724, -0.825323, 0.615255], [4.101587, -3.468516, 0.830298], [2.388338, -3.937092, 0.969521], [3.148115, -2.895631, 2.214052], [4.851397, -0.404839, -0.294569], [4.539824, -0.572070, 1.447429], [3.656943, 0.649707, 0.500244], [3.732139, -1.801908, -2.121870], [1.953096, -1.845553, -2.260142], [2.838825, -3.282884, -1.695198], [-1.901526, -2.400032, 3.952528], [-0.997765, -2.803540, 2.808079], [0.415055, -3.084076, 3.262310], [-0.970028, -1.758089, 1.826092], [-2.085883, -3.267901, 4.587218], [-2.856126, -2.048963, 3.577833], [-1.441061, -1.626598, 4.573237], [-1.415047, -3.674914, 2.294909], [0.911158, -2.163677, 3.578944], [0.989508, -3.537548, 2.464802], [0.394635, -3.774992, 4.105994], [-6.866760, -4.137974, 3.848908], [-5.988448, -3.261921, 3.001796], [-5.662103, -1.975110, 3.395562], [-4.869289, -1.139082, 2.610029], [-4.601895, 0.240832, 3.149910], [-4.379775, -1.617933, 1.388225], [-3.367612, -0.283770, 0.081089], [-4.727003, -2.908250, 0.951522], [-4.316597, -3.448548, -0.387832], [-5.509217, -3.706794, 1.776863], [-6.952599, -3.749234, 4.863010], [-6.477080, -5.155105, 3.903328], [-7.873255, -4.199446, 3.430174], [-6.029458, -1.602554, 4.346720], [-5.490557, 0.868985, 3.057311], [-3.785679, 0.747991, 2.636544], [-4.353444, 0.187985, 4.211940], [-3.234804, -3.444794, -0.502508], [-4.726056, -2.845741, -1.201292], [-4.673353, -4.470730, -0.510813], [-5.766821, -4.706127, 1.441270]], "atomic_forces_ev_per_a": [[0.25, -0.17, 0.18], [0.02, 0.02, 0.00], [-0.04, -0.02, 0.05], [0.04, 0.03, -0.05], [-0.04, 0.04, -0.03], [0.05, -0.04, -0.08], [-0.06, -0.16, 0.07], [-0.16, 0.00, -0.01], [0.01, -0.03, 0.00], [0.03, 0.50, 0.29], [-0.06, 0.05, 0.01], [-0.03, 0.05, -0.01], [0.09, -0.08, 0.06], [-0.02, -0.04, 0.00], [0.09, -0.08, 0.01], [-0.03, 0.25, 0.03], [-0.09, 0.12, -0.05], [-0.03, -0.04, -0.01], [0.00, -0.06, 0.04], [0.04, -0.01, -0.01], [0.00, 0.01, -0.01], [0.00, 0.01, 0.01], [0.00, 0.02, 0.00], [-0.02, -0.02, 0.01], [0.02, -0.05, 0.02], [-0.01, -0.06, -0.02], [0.00, -0.03, -0.01], [0.03, 0.02, 0.01], [0.00, 0.02, 0.00], [-0.01, 0.03, -0.01], [0.02, -0.01, 0.00], [-0.02, -0.01, 0.03], [0.00, 0.01, 0.00], [0.01, 0.00, 0.00], [0.00, 0.01, 0.00], [-0.05, -0.28, -0.13], [0.00, -0.01, 0.04], [0.01, 0.02, 0.00], [0.01, 0.05, 0.02], [-0.09, -0.17, -0.11], [0.06, 0.10, 0.06], [0.01, 0.02, 0.04], [0.01, -0.04, 0.03], [0.23, -0.03, -0.04], [-0.05, -0.28, -0.18], [-0.04, -0.02, -0.16], [0.02, 0.00, 0.10], [0.00, 0.01, 0.01], [0.00, 0.00, 0.01], [-0.03, 0.00, 0.05], [0.22, 0.22, -0.04], [-0.03, 0.08, 0.10], [-0.09, 0.00, -0.01], [0.74, -0.12, -0.21], [-0.01, 0.00, -0.04], [0.03, 0.00, -0.02], [-0.03, -0.02, 0.04], [0.01, 0.00, 0.00], [-0.02, -0.03, 0.01], [0.00, -0.02, -0.05], [0.02, 0.02, 0.00], [-0.08, 0.09, -0.08], [-0.04, 0.01, 0.01], [0.02, -0.01, 0.07], [-0.17, 0.01, -0.20], [0.01, -0.08, 0.08], [-0.06, 0.05, 0.25], [0.02, 0.01, 0.00], [-0.10, 0.01, -0.01], [0.01, 0.02, -0.05], [-0.01, -0.02, 0.06], [-0.05, 0.02, 0.02], [0.02, -0.06, -0.06], [0.03, 0.00, -0.01], [-0.02, -0.04, 0.04], [-0.02, 0.08, 0.05], [0.03, -0.04, 0.00], [-0.02, -0.07, -0.04], [0.11, 0.09, 0.04], [-0.18, 0.07, 0.11], [-0.53, 0.09, -0.20], [0.00, 0.04, 0.08], [-0.02, -0.02, -0.07], [0.04, -0.07, -0.06], [0.00, -0.01, -0.01], [0.01, 0.01, 0.00], [0.01, 0.01, -0.01], [0.00, 0.01, -0.01], [0.01, 0.00, -0.03], [-0.01, -0.04, 0.01], [-0.03, 0.00, 0.00], [0.05, -0.01, 0.00], [-0.02, 0.01, 0.02], [0.01, 0.01, -0.01], [0.00, 0.01, 0.00]], "mulliken_charge": [-0.579, -0.816, 0.201, -0.543, -0.780, 0.199, -0.037, -0.459, 0.024, 0.789, -0.611, -0.879, 0.177, -0.880, -0.198, 0.429, -0.521, -0.939, 0.118, -0.788, 0.354, 0.287, 0.284, 0.527, 0.516, 0.214, 0.456, 0.335, 0.289, 0.379, 0.459, 0.464, 0.375, 0.300, 0.268, -0.456, 0.416, -0.891, 0.519, -0.261, -0.484, 0.447, -1.176, 0.355, -0.224, -0.313, -0.491, 0.585, 0.552, -1.497, 0.836, -1.177, -0.910, 0.038, 0.492, 0.351, 0.434, 0.428, 0.470, 0.162, 0.498, 0.059, 0.428, -1.147, 0.357, -1.078, 2.594, 0.492, -0.038, 0.401, 0.459, 0.195, 0.009, 0.515, -1.566, 0.485, -0.397, -0.206, -1.788, 0.912, 0.065, 0.924, -1.329, -0.930, 0.373, 0.375, 0.320, 0.376, 0.367, 0.109, 0.403, 0.002, 0.364, 0.413, 0.363], "charge": 1, "relative_energy_kcal_mol": 0.00, "energy_ha": -5647.1035, "lumo_energy_ev": -2.886, "max_force_ev_per_a": 0.8, "orbital_gap_ev": 6.74, "e_homo_ha": -0.354}


3.
{"formula": "C4H13N3", "method": "the ωB97M-V functional and the def2-TZVPD basis", "species": ["C", "C", "C", "C", "N", "N", "N", "H", "H", "H", "H", "H", "H", "H", "H", "H", "H", "H", "H", "H"], "coordinates": [[1.486432, -1.585151, 0.302938], [1.519522, -0.079211, 0.485929], [0.074084, 0.711801, 0.347812], [-0.949752, 0.171496, 1.342756], [-0.262871, 0.669600, -1.047060], [-0.957942, -0.438997, -1.520427], [-1.108927, 1.970468, -1.200315], [1.206196, -1.853371, -0.714794], [0.799192, -2.060891, 0.999987], [2.476801, -2.003631, 0.485872], [2.197730, 0.374715, -0.235358], [1.861760, 0.170350, 1.491480], [0.324209, 1.747312, 0.579657], [-0.564211, 0.294562, 2.351635], [-1.149465, -0.889019, 1.193285], [-1.883735, 0.723780, 1.250716], [-0.344800, -1.087588, -1.994555], [-1.632528, -0.845079, -0.872958], [-2.105543, 1.772816, -1.072553], [-0.986150, 2.236039, -2.174048]], "atomic_forces_ev_per_a": [[0.10, 0.09, -0.04], [-1.88, 1.02, 0.33], [3.02, -1.96, 0.93], [0.14, 0.20, -0.40], [-2.11, 2.86, -0.70], [-0.39, 0.19, -0.13], [1.00, -1.47, -0.41], [-0.02, -0.10, 0.05], [-0.08, -0.09, -0.01], [0.02, -0.04, 0.01], [-0.04, 0.10, 0.02], [0.22, -0.07, 0.05], [-0.19, -0.16, -0.09], [-0.05, 0.04, 0.10], [-0.03, -0.04, 0.02], [-0.14, 0.01, 0.13], [-0.22, 0.04, 0.29], [0.44, -0.14, -0.15], [0.31, -0.34, -0.09], [-0.10, -0.15, 0.08]], "mulliken_charge": [-1.049, -0.632, 0.351, -1.562, 0.067, -0.582, -0.632, 0.228, 0.270, 0.379, 0.333, 0.369, 0.324, 0.374, 0.371, 0.395, 0.271, 0.231, 0.230, 0.264], "relative_energy_kcal_mol": 55.02, "smiles": "CC[C@H](C)N(N)N", "energy_ha": -324.3873, "lumo_energy_ev": 1.052, "max_force_ev_per_a": 3.7, "orbital_gap_ev": 10.10, "e_homo_ha": -0.333}